Entry 1:
The following is a DFT calculation (the ωB97M-V functional and the def2-TZVPD basis) of C25H54I2NbO27S6 as an isolated structure.

Each line ends with the Löwdin charge.
Atoms and positions in Å:
C: 6.52051 0.46303 -0.02930  -0.1193
C: 5.37594 0.62367 -1.03375  -0.2375
C: 4.53899 1.83926 -0.62313  -0.3556
O: 3.86675 2.42241 -1.73418  -0.4142
Nb: 1.96621 1.91015 -2.05502  1.7684
C: 1.57640 3.60510 -3.50457  -0.3312
C: 1.43181 3.28345 -0.35501  -0.3411
C: 2.10642 4.67065 -0.46101  -0.3064
O: 2.69371 5.10494 0.77019  -0.1722
C: 1.73586 5.32500 1.78501  -0.2866
C: 2.08531 4.41304 2.98490  -0.0655
O: 2.43199 0.54768 -3.44999  -0.4755
C: 2.81064 0.89669 -4.76093  -0.3994
C: 4.16644 1.58283 -4.86064  -0.1014
C: -0.25306 1.28000 -2.35410  -0.9113
I: -1.65079 2.92621 -2.41209  0.8204
C: -0.75719 0.15079 -1.43153  -0.9461
C: -0.59025 0.39715 0.07237  -0.2067
I: 0.05043 -1.73583 -2.06427  0.8794
H: 7.29288 1.22046 -0.17324  0.0684
H: 6.99405 -0.51882 -0.10637  0.0625
H: 6.12747 0.57201 0.98538  0.0584
H: 5.79375 0.85072 -2.01551  0.0972
H: 4.72291 -0.24972 -1.06276  0.1035
H: 5.25981 2.59221 -0.26457  0.1135
H: 3.89350 1.61209 0.22788  0.0816
H: 2.09053 0.57339 -0.78878  -0.0418
H: 2.46906 4.10485 -3.88908  -0.0124
H: 0.91437 3.24510 -4.30080  -0.0339
H: 0.98965 4.37890 -2.99643  -0.0546
H: 0.36179 3.40356 -0.16530  -0.0103
H: 1.85105 2.84093 0.55793  0.0398
H: 1.31450 5.39479 -0.70909  0.1060
H: 2.84578 4.70853 -1.25737  0.0830
H: 0.71461 5.18227 1.44327  0.0760
H: 1.79687 6.35561 2.16420  0.1085
H: 1.20986 3.93330 3.41607  0.0518
H: 2.77895 3.65849 2.61824  0.0681
H: 2.58982 4.97151 3.77507  0.0661
H: 2.02747 1.41720 -5.32523  0.0930
H: 2.93835 -0.05233 -5.30940  0.0996
H: 4.19685 2.57952 -4.42512  0.0476
H: 4.85899 0.97507 -4.26915  0.0624
H: 4.55581 1.55304 -5.88022  0.0675
H: -0.25234 0.85723 -3.36129  -0.0277
H: -1.83195 0.06170 -1.61415  0.0181
H: -1.48225 0.00062 0.57088  0.0667
H: -0.53635 1.45417 0.32117  0.0444
H: 0.25367 -0.16948 0.45749  0.0262
C: 4.70922 -3.06543 3.93077  -0.1670
C: 5.63204 -1.86717 3.97169  -0.1664
O: 5.00446 -0.90502 3.12075  -0.1970
S: 3.40988 -1.06154 3.20757  0.5895
O: 2.90566 -0.11494 4.13477  -0.2173
O: 2.89972 -1.17660 1.89602  -0.2085
O: 3.39103 -2.50603 3.91276  -0.1910
H: 4.85143 -3.64514 3.01693  0.1386
H: 4.82959 -3.71725 4.79197  0.1152
H: 6.63233 -2.09539 3.61432  0.1354
H: 5.69337 -1.44411 4.97772  0.1314
C: 2.22334 -6.59762 6.95894  -0.1587
C: 3.32487 -5.98293 7.79462  -0.1618
O: 4.48413 -6.77233 7.48985  -0.1895
S: 4.40753 -7.27116 5.96950  0.5959
O: 5.17334 -6.39686 5.15707  -0.2232
O: 4.60331 -8.67256 5.94727  -0.2108
O: 2.86270 -6.94567 5.72537  -0.1810
H: 1.83648 -7.51101 7.41495  0.1342
H: 1.40321 -5.90895 6.77596  0.1386
H: 3.11412 -6.01639 8.85953  0.1345
H: 3.52457 -4.95166 7.49569  0.1317
C: -2.52472 -4.57500 -3.09142  -0.1640
C: -1.71322 -5.79945 -3.44017  -0.1584
O: -1.74978 -6.59695 -2.24944  -0.1881
S: -3.15733 -6.38206 -1.51240  0.5927
O: -4.01554 -7.45573 -1.86723  -0.2259
O: -2.90376 -6.06181 -0.15396  -0.2209
O: -3.61512 -5.07493 -2.29550  -0.2535
H: -1.93864 -3.87345 -2.49404  0.0316
H: -2.91105 -4.06513 -3.97160  0.1351
H: -0.68684 -5.55920 -3.70395  0.1334
H: -2.17406 -6.37083 -4.24978  0.1330
C: -2.07279 8.16969 3.30266  -0.1665
C: -2.88803 7.49038 4.38233  -0.1733
O: -2.72593 6.09382 4.12387  -0.1881
S: -1.25969 5.82276 3.51786  0.5961
O: -0.40533 5.41651 4.56985  -0.2079
O: -1.41664 5.08206 2.32490  -0.2015
O: -0.91453 7.34602 3.15229  -0.1863
H: -2.60763 8.18818 2.35061  0.1344
H: -1.78088 9.18101 3.57342  0.1334
H: -3.93973 7.76135 4.34748  0.1325
H: -2.48966 7.70395 5.37719  0.1319
C: -8.18575 -3.25551 -4.10547  -0.1641
C: -8.70919 -4.65946 -3.90238  -0.1664
O: -7.66202 -5.50687 -4.39017  -0.1853
S: -6.24055 -4.81326 -4.10742  0.6155
O: -5.67234 -5.33914 -2.92774  -0.2084
O: -5.51188 -4.79017 -5.32671  -0.2191
O: -6.78968 -3.34624 -3.79446  -0.1754
H: -8.28582 -2.93816 -5.14543  0.1372
H: -8.66536 -2.52757 -3.46140  0.1163
H: -9.63024 -4.84549 -4.44799  0.1325
H: -8.86196 -4.88066 -2.84350  0.1338
C: -5.20887 1.80730 -2.54756  -0.1918
C: -6.15295 1.99346 -1.38324  -0.1525
O: -7.45705 2.06504 -1.98905  -0.1912
S: -7.48916 1.13852 -3.28705  0.5865
O: -8.07620 -0.11054 -2.94472  -0.2340
O: -7.98409 1.90582 -4.37154  -0.2217
O: -5.92225 0.93070 -3.44641  -0.1824
H: -5.01839 2.74831 -3.06353  0.1143
H: -4.26474 1.36546 -2.24855  0.0649
H: -5.94703 2.89702 -0.81764  0.1363
H: -6.13556 1.13282 -0.71176  0.1352

Computed properties:
Highest occupied orbital energy ... -0.180 hartree
Frontier orbital gap ... 6.47 eV
Net charge ... -1
Electronic energy ... -6057.701711 a.u.

Entry 2:
The following is a DFT calculation (the ωB97M-V functional and the def2-TZVPD basis) of a 11-piece molecular cluster, C25H55BBr2Cl2N11O22 overall.

Each line ends with the Löwdin charge.
Atoms and positions in Å:
C: 4.03803 -0.71714 0.76739  -0.0945
C: 3.30355 -0.49862 2.25423  -0.2227
O: 1.85318 -0.72958 2.17656  -0.1166
C: 1.08033 0.52307 2.18671  -0.2537
O: 0.03910 0.61669 3.02664  -0.0217
C: 1.45196 1.78688 1.24221  -0.1256
C: 0.33269 2.39723 0.25958  -0.2035
C: -1.10215 1.62906 0.11854  -0.1220
B: -1.89234 1.77539 -1.28027  -0.9677
N: -3.19094 1.03143 -1.46285  0.1528
C: -3.39931 -0.08606 -0.77019  -0.2700
C: -2.57375 -1.50412 -0.75982  -0.0705
C: -4.79163 -0.16851 0.16169  -0.0941
C: -1.10667 1.51342 -2.69343  -0.3984
Br: -1.61080 2.42287 -4.46762  0.5190
C: 0.01473 0.53030 -2.93176  -0.5992
C: 0.60678 -0.46162 -1.81616  -0.1472
Br: 0.85986 0.31850 -4.78858  0.5107
C: -2.41050 3.37240 -1.35353  -0.5756
Cl: -1.11088 4.60933 -1.80035  0.5367
C: -3.20721 3.98482 -0.10475  -0.6521
C: -4.28738 3.09981 0.70507  -0.1671
Cl: -2.14757 4.84552 1.20337  0.4570
H: 4.22827 -1.84825 0.52517  0.0766
H: 5.03892 -0.07870 0.66994  0.0719
H: 3.33876 -0.31203 -0.11018  0.0712
H: 3.59661 0.59775 2.62436  0.1366
H: 3.85680 -1.23746 2.97731  0.1243
H: 2.42098 1.54633 0.58673  0.1125
H: 1.81101 2.66148 1.97248  0.1106
H: 0.79279 2.38923 -0.84526  0.1162
H: 0.24524 3.56305 0.50480  0.0774
H: -0.92648 0.46352 0.30998  0.0899
H: -1.74257 1.96223 1.06627  0.1053
H: -2.14279 -1.63848 -1.86454  0.0645
H: -1.67662 -1.55444 -0.01126  0.0576
H: -3.34899 -2.40145 -0.62084  0.0916
H: -5.56363 0.64750 -0.24271  0.0714
H: -4.54129 0.01281 1.29463  0.0747
H: -5.34928 -1.21050 -0.00879  0.0661
H: 0.87427 -0.06467 -0.76347  0.0563
H: 0.01962 -1.49043 -1.66108  0.0659
H: 1.66640 -0.84795 -2.22557  0.0743
H: -3.19903 3.37222 -2.25239  0.1012
H: -3.83656 4.90256 -0.55104  0.1076
H: -4.82684 3.82196 1.48860  0.0835
H: -5.14263 2.78348 -0.05409  0.0887
H: -3.88821 2.19695 1.32712  0.0664
C: -1.42197 -1.71288 4.94314  0.0376
N: -2.42932 -2.75374 5.28297  -0.4238
O: -3.36638 -2.91401 4.49227  0.0532
O: -2.25079 -3.38047 6.33387  0.0246
H: -1.70342 -1.24414 3.99774  0.0910
H: -1.42041 -0.97923 5.75191  0.0783
H: -0.45309 -2.20847 4.85448  0.1023
C: -1.51076 -0.67002 9.05200  0.0426
N: -1.63160 0.76862 8.69237  -0.4227
O: -1.82499 1.04003 7.50160  0.0582
O: -1.52896 1.58473 9.61566  0.0465
H: -1.62057 -1.27092 8.14670  0.0729
H: -0.52371 -0.81716 9.49517  0.1032
H: -2.30479 -0.89912 9.76561  0.1035
C: -0.55214 -4.57258 1.85471  0.0575
N: -0.80547 -4.48950 0.39097  -0.3734
O: -0.75462 -3.36901 -0.12951  0.0190
O: -1.04814 -5.55150 -0.19409  0.0264
H: -0.35367 -3.56878 2.23645  0.0923
H: -1.44595 -4.99259 2.32057  0.1046
H: 0.31460 -5.21989 2.00292  0.1011
C: -1.85737 -2.35949 -6.25732  0.0222
N: -2.55692 -1.73406 -5.10273  -0.3985
O: -3.51278 -0.99128 -5.35492  0.0523
O: -2.12671 -2.00655 -3.97592  0.0243
H: -2.33954 -2.03339 -7.18138  0.0929
H: -0.81628 -2.03135 -6.22898  0.0622
H: -1.93579 -3.44252 -6.14282  0.0941
C: 0.64786 -4.90330 -2.65879  0.0376
N: 0.39453 -4.82022 -4.12253  -0.4074
O: 0.44538 -3.69973 -4.64302  0.0392
O: 0.15186 -5.88222 -4.70759  0.0353
H: 0.84633 -3.89950 -2.27705  0.0846
H: -0.24595 -5.32331 -2.19294  0.0736
H: 1.51460 -5.55061 -2.51058  0.1047
C: -2.74654 7.00476 -3.87240  0.0272
N: -4.15167 7.44763 -3.66480  -0.4253
O: -4.76322 6.95980 -2.70719  0.0506
O: -4.60094 8.27251 -4.46902  0.0280
H: -2.48531 6.28266 -3.09585  0.0188
H: -2.68843 6.54551 -4.86136  0.1030
H: -2.10926 7.88896 -3.80694  0.1005
C: 4.21488 1.33841 -6.71249  0.0310
N: 5.40040 1.46205 -5.82206  -0.4262
O: 5.33731 0.91265 -4.71609  0.0527
O: 6.36081 2.10710 -6.25861  0.0343
H: 3.45013 0.74848 -6.20272  0.0386
H: 3.85050 2.34701 -6.91810  0.1049
H: 4.54058 0.83946 -7.62747  0.0992
C: 3.14695 5.86006 2.96805  0.0433
N: 3.34991 5.19381 1.65331  -0.4001
O: 3.24127 3.96252 1.62002  0.0185
O: 3.61249 5.92578 0.69189  0.0613
H: 2.92413 5.09912 3.71907  0.0982
H: 4.07008 6.38795 3.21601  0.0990
H: 2.30977 6.55274 2.86070  0.1043
C: 7.71638 1.78913 1.05616  0.0323
N: 7.75860 1.74682 2.54278  -0.4272
O: 6.79352 2.22495 3.15023  0.0466
O: 8.75937 1.23474 3.05785  0.0433
H: 6.78415 2.26380 0.74257  0.0952
H: 8.57735 2.36962 0.71839  0.1006
H: 7.76524 0.75963 0.69567  0.0985
C: -1.84140 -9.44309 0.58485  0.0362
N: -0.52740 -8.80932 0.87700  -0.4231
O: -0.43439 -8.15537 1.92232  0.0384
O: 0.37352 -8.98633 0.04871  0.0503
H: -2.53586 -9.20544 1.39353  0.0958
H: -2.19980 -9.03669 -0.36316  0.1037
H: -1.68007 -10.52100 0.51934  0.0990

Computed properties:
Highest occupied orbital energy ... -0.166 hartree
Frontier orbital gap ... 5.67 eV
Net charge ... -1
Electronic energy ... -9335.244896 a.u.

Q: What is the formula in the first record?
A: C25H54I2NbO27S6

Q: electronic energy of number 1 (C25H54I2NbO27S6)?
A: -6057.701711 a.u.

Q: The lowest frontier orbital gap belongs to which entry?
A: C25H55BBr2Cl2N11O22